[1]
ORCA calculation (ωB97M-V with the def2-TZVPD basis set) on a molecular structure, C34H42GeIrN6O.

Results
Charge: +2
Energy above the lowest of the compared OMol25 structures with the same formula, charge and spin: 28.08 kcal/mol
HOMO energy (spin up / spin down): -0.4237 / -0.5015 hartree
Multiplicity: 6

Each line ends with the Mulliken spin population.
Cartesian coordinates (Å):
Ir: 0.7324 -0.0450 -0.1060  2.320
C: 2.1188 -2.3751 1.6249  0.047
C: 2.0204 -3.1264 0.2931  0.021
C: 0.6283 -3.2162 -0.2691  -0.012
C: -0.0180 -4.4414 -0.3549  0.005
C: -1.2906 -4.5166 -0.8915  -0.011
C: -1.8975 -3.3541 -1.3419  0.005
C: -1.2063 -2.1684 -1.2177  0.015
N: 0.0262 -2.0913 -0.6917  0.132
N: 2.2475 -0.8965 1.5105  0.115
C: 1.9544 -0.2682 2.8232  -0.056
C: 0.5781 0.3450 2.9512  0.395
C: 0.3050 1.2600 3.9107  -0.112
C: -0.9242 1.9458 3.9505  0.413
C: -1.8083 1.7849 2.8562  -0.091
C: -1.5400 0.8870 1.8875  0.360
N: -0.4259 -0.0375 1.9990  0.159
C: 3.6036 -0.5059 1.0636  0.022
C: 3.7831 -0.5036 -0.4320  -0.010
C: 5.0051 -0.7624 -1.0234  0.003
C: 5.1179 -0.6666 -2.4014  -0.003
C: 4.0029 -0.3184 -3.1492  0.000
C: 2.8156 -0.0804 -2.4881  -0.015
N: 2.7150 -0.1703 -1.1569  0.125
H: 2.9772 -2.7534 2.1899  0.003
H: 1.2226 -2.5746 2.2087  -0.077
H: 2.3850 -4.1388 0.4577  0.001
H: 2.6764 -2.6838 -0.4545  -0.005
H: 0.4824 -5.3337 -0.0015  0.002
H: -1.7997 -5.4695 -0.9642  0.000
H: -2.8873 -3.3623 -1.7767  0.001
H: -1.6475 -1.2315 -1.5403  -0.002
H: 2.6602 0.5444 2.9710  0.024
H: 2.1440 -0.9860 3.6270  0.017
H: 1.0767 1.4966 4.6370  0.000
H: -1.1417 2.6464 4.7439  0.013
H: -2.6925 2.4032 2.7663  0.003
H: -2.1742 0.7196 1.0263  0.002
H: 4.3625 -1.1377 1.5320  0.003
H: 3.7843 0.5159 1.3958  0.006
H: 5.8560 -1.0350 -0.4115  0.000
H: 6.0658 -0.8635 -2.8859  0.000
H: 4.0491 -0.2348 -4.2259  0.001
H: 1.9139 0.1970 -3.0230  -0.007
C: -0.0931 -1.9157 5.3485  -0.002
Ge: -1.1972 -2.4414 3.8383  0.012
C: -0.8305 -4.2857 3.3160  0.010
C: -3.0796 -2.2580 4.2962  0.052
C: -0.9452 -1.3934 2.1766  0.870
H: -0.2872 -2.6327 6.1494  0.001
H: -0.3714 -0.9240 5.7028  0.005
H: 0.9769 -1.9350 5.1348  -0.001
H: -1.1459 -4.9560 4.1179  -0.001
H: 0.2318 -4.4604 3.1296  0.003
H: -1.3945 -4.5405 2.4157  -0.001
H: -3.3010 -2.9180 5.1376  0.006
H: -3.7194 -2.5389 3.4580  -0.001
H: -3.3083 -1.2319 4.5884  -0.002
H: -1.6785 -1.6203 1.4017  -0.007
C: -2.6672 3.5775 -4.7279  0.000
N: -1.7795 2.5842 -4.1217  0.010
N: -1.3246 2.6902 -2.8281  0.013
C: -0.7686 1.5032 -2.4644  0.017
O: -0.1849 1.3947 -1.3319  0.202
C: -0.9534 0.6128 -3.5376  0.007
C: -1.5919 1.3230 -4.5359  -0.005
C: -2.0774 0.8703 -5.8688  0.001
C: -1.1513 3.9481 -2.1666  -0.004
C: -1.5764 4.0782 -0.8547  0.007
C: -1.3902 5.2885 -0.2037  -0.001
C: -0.8067 6.3593 -0.8666  0.000
C: -0.3926 6.2171 -2.1852  0.000
C: -0.5538 5.0043 -2.8380  0.001
H: -2.8296 4.3882 -4.0257  0.000
H: -3.6249 3.1198 -4.9632  0.000
H: -2.2214 3.9811 -5.6336  0.000
H: -0.6236 -0.4133 -3.5871  0.001
H: -1.6834 -0.1184 -6.0900  0.000
H: -1.7632 1.5559 -6.6569  0.000
H: -3.1685 0.8154 -5.8908  0.000
H: -2.0414 3.2410 -0.3504  -0.004
H: -1.7168 5.3977 0.8232  0.001
H: -0.6793 7.3066 -0.3592  0.000
H: 0.0657 7.0476 -2.7066  0.000
H: -0.2090 4.8816 -3.8589  0.000



[2]
ORCA calculation (ωB97M-V with the def2-TZVPD basis set) on C7H7NO2S in the gas phase at a distorted geometry.

Results
Energy above the lowest of the compared OMol25 structures with the same formula, charge and spin: 91.83 kcal/mol
HOMO energy: -0.2995 hartree

Each line ends with the natural charge from an NBO analysis.
Cartesian coordinates (Å):
C: -1.1467 -0.9548 -1.0809  -0.143
C: -0.9184 0.3753 -1.1285  -0.271
C: -0.6172 -1.8288 -0.1119  -0.505
C: -0.2926 0.9350 0.0762  -0.055
C: 0.4807 -1.6679 0.6078  0.480
C: 1.0402 1.0191 0.0051  -0.003
C: -1.1415 1.7934 0.9325  -0.623
N: 1.2730 -1.8975 1.4954  -0.605
O: 2.1801 1.2841 0.7747  -0.594
O: 2.7601 -0.4905 -1.3929  -0.860
S: 2.3993 0.8581 -0.9516  1.435
H: -1.6708 -1.4388 -1.8243  0.203
H: -1.3368 0.9270 -1.9739  0.222
H: -1.2000 -2.7693 -0.0913  0.255
H: -0.7041 1.9253 1.8502  0.225
H: -1.1154 2.7619 0.4804  0.229
H: -2.1726 1.3204 1.0419  0.228
H: 2.1828 -2.1522 1.2912  0.383



[3]
ORCA calculation (ωB97M-V with the def2-TZVPD basis set) on C4H7N3O in the gas phase at a distorted geometry.

Results
Energy above the lowest of the compared OMol25 structures with the same formula, charge and spin: 85.80 kcal/mol
HOMO energy: -0.3156 hartree
Structure (SMILES): [H]/N=c1/ccon1NC

Each line ends with the natural charge from an NBO analysis.
Cartesian coordinates (Å):
H: 0.7699 1.9233 -0.8427  0.335
N: -0.1166 2.0471 -0.3171  -0.688
C: -0.6833 0.9210 -0.2434  0.370
C: -1.9780 0.4602 0.2006  -0.397
C: -2.0086 -0.8599 0.0873  0.186
O: -0.9042 -1.3914 -0.4615  -0.326
N: -0.0983 -0.2754 -0.8417  -0.027
N: 1.2204 -0.6164 -0.6505  -0.466
C: 1.7908 -0.3659 0.6651  -0.435
H: -2.7539 1.1160 0.5740  0.245
H: -2.8013 -1.5404 0.3596  0.212
H: 1.7733 -0.4859 -1.5028  0.383
H: 1.2376 -0.9637 1.4118  0.202
H: 2.8419 -0.6498 0.6480  0.212
H: 1.7102 0.6813 0.9132  0.194